This record from the OMol25 dataset describes a molecular structure, C21H21BrCl5N3RhTe. The level of theory is ωB97M-V with the def2-TZVPD basis set.

Summary:
Total charge = +1
Orbital gap (spin up / spin down) = 8.1 / 6.1 eV
Relative energy (zero: lowest compared OMol25 entry of this formula, charge and spin) = 0.0 kJ/mol
LUMO (spin up / spin down) = -2.867 / -5.336 eV
Multiplicity = 5

Positions of all 53 atoms, in Å:
Rh1 -0.243 0.557 -1.254
Cl1 2.741 2.051 -1.436
C1 1.753 2.239 -2.867
C2 0.564 1.538 -2.917
C3 -0.166 1.627 -4.089
Cl2 -1.621 0.668 -4.243
C4 0.225 2.427 -5.158
Cl3 -0.720 2.523 -6.587
C5 1.412 3.161 -5.051
Cl4 1.910 4.175 -6.336
C6 2.194 3.058 -3.896
Cl5 3.661 3.935 -3.761
C7 1.434 -2.877 2.670
C8 0.256 -2.615 1.735
C9 -0.304 -3.930 1.200
C10 -0.817 -1.823 2.480
N1 0.809 -1.741 0.673
N2 -0.110 -1.496 -0.414
H1 1.126 -3.503 3.506
H2 1.824 -1.938 3.059
H3 2.241 -3.397 2.148
H4 -0.610 -4.573 2.025
H5 0.447 -4.471 0.620
H6 -1.188 -3.788 0.573
H7 -1.160 -2.384 3.348
H8 -1.706 -1.632 1.870
H9 -0.413 -0.867 2.817
H10 1.610 -2.207 0.254
H11 -1.049 -1.539 -0.020
H12 -0.078 -2.254 -1.098
Te1 0.241 2.252 0.854
C11 1.692 1.521 2.132
C12 1.671 2.012 3.440
C13 2.626 1.582 4.347
C14 3.613 0.694 3.943
C15 3.646 0.226 2.634
C16 2.680 0.626 1.727
H13 0.918 2.725 3.750
H14 2.608 1.955 5.362
H15 4.367 0.370 4.648
H16 4.425 -0.455 2.321
H17 2.700 0.254 0.715
Br1 -7.007 0.659 -2.065
C17 -5.189 0.547 -1.658
C18 -4.483 -0.618 -1.928
C19 -3.136 -0.643 -1.632
N3 -2.483 0.387 -1.080
C20 -3.184 1.495 -0.811
C21 -4.532 1.625 -1.086
H18 -4.963 -1.477 -2.371
H19 -2.550 -1.522 -1.871
H20 -2.638 2.314 -0.360
H21 -5.049 2.545 -0.860